14
Properties=species:S:1:pos:R:3:forces:R:3 method="wB97M-V/def2-TZVPD" relative_energy_kj_mol=57.1 lumo_ev=0.1 energy_ha=-990.6888 orbital_gap_ev=8.894 homo_ev=-8.75
S -2.28603 -1.44766 -1.88252 -0.09 -0.12 0.11
S -2.82122 -1.57669 0.11707 0.19 -0.13 -0.20
H -0.95010 -1.47382 -1.72281 -0.02 0.09 0.04
H -2.55213 -2.88666 0.30376 -0.11 0.17 -0.02
C 2.34373 0.43565 0.45140 0.12 0.43 0.05
C 1.02699 0.40511 0.29970 0.05 0.14 0.09
O 0.39839 -0.80756 0.21376 0.22 -0.25 -0.23
C 0.10413 1.59161 0.19964 -0.29 -0.75 0.44
H 2.84099 1.38965 0.55866 -0.01 -0.01 -0.15
H 2.95372 -0.45357 0.49616 -0.14 -0.12 0.05
H -0.54791 -0.73875 0.38336 -0.13 0.16 0.09
H 0.53164 2.53278 0.52619 0.24 -0.01 -0.13
H -0.30327 1.66814 -0.80769 0.05 0.12 -0.08
H -0.73892 1.36176 0.86330 -0.08 0.28 -0.05

---

133
Properties=species:S:1:pos:R:3:forces:R:3 method="wB97M-V/def2-TZVPD" lumo_ev=-0.7 energy_ha=-7731.6914 orbital_gap_ev=6.797 homo_ev=-7.50
O -0.58009 -1.17268 -3.29460 -0.08 0.30 0.03
C -1.76567 -1.29478 -3.12538 0.38 -0.47 -0.06
C -2.38609 -2.69975 -3.16553 0.20 -0.01 -0.12
C -1.28449 -3.74078 -3.01465 -0.60 0.33 -0.63
C -0.85041 -4.21752 -1.81209 -0.69 -0.05 0.51
C -1.51010 -3.67619 -0.55317 0.99 0.29 0.25
C -0.49356 -2.71466 0.12114 0.22 -0.33 0.48
C -1.01591 -2.13692 1.45400 -0.18 0.15 -0.06
C -1.40110 -0.64829 1.38309 -0.09 -0.26 0.10
N -0.48487 0.17274 0.59600 -1.42 -0.99 0.97
C -0.99800 1.03096 -0.32640 1.12 0.42 -0.61
C 0.07391 1.64836 -0.95265 -0.45 -0.61 0.50
C 1.23850 1.11450 -0.33763 0.55 -0.01 -0.22
C 0.87485 0.18574 0.62987 -0.08 1.20 -1.27
C 0.23512 -5.18898 -1.70347 -0.29 0.23 -1.17
C 0.75264 -5.78239 -0.40365 0.10 0.02 -0.22
F 2.03669 -5.39736 -0.19078 -0.07 -0.04 0.18
F 0.76392 -7.13324 -0.45829 -0.07 0.04 0.05
F 0.07987 -5.47358 0.70473 -0.05 -0.08 0.04
C 0.86476 -5.61716 -2.84849 0.53 -0.42 0.46
C 2.04821 -6.57454 -2.88916 0.24 0.54 -1.11
C 3.25715 -5.99043 -3.69881 0.15 0.27 0.69
C 4.35493 -5.43659 -2.75374 -0.16 -0.20 -0.47
C 4.17714 -3.96680 -2.39244 0.91 -0.58 0.42
F 4.86499 -3.75351 -1.21711 0.08 0.15 -0.18
F 2.90553 -3.60342 -2.15393 -0.06 -0.05 -0.19
C 4.75554 -2.95232 -3.41793 -1.14 0.78 1.08
F 3.87415 -2.80208 -4.40689 0.53 -0.30 -0.51
F 5.96579 -3.26463 -3.85837 -0.08 -0.19 -0.31
F 4.84150 -1.75066 -2.80813 0.25 -0.05 -0.12
C 0.39713 -5.13862 -4.11358 -0.85 0.78 -0.89
N 0.85415 -5.47207 -5.32469 0.21 -0.42 -0.02
S 0.00832 -4.68405 -6.42906 -0.36 0.44 0.48
N -1.00748 -3.82169 -5.47136 0.69 -0.79 -0.49
C -0.68377 -4.18892 -4.24233 0.42 -0.30 2.02
H -2.38844 -0.39041 -2.98162 -0.24 -0.30 0.01
H -3.21506 -2.84525 -2.47019 0.11 0.23 -0.04
H -2.80903 -2.81309 -4.17526 0.01 0.13 0.18
H -1.78378 -4.50222 0.10850 0.01 0.27 0.00
H -2.41289 -3.09435 -0.73590 0.04 -0.25 -0.23
H 0.43461 -3.25051 0.35004 -0.16 0.07 -0.23
H -0.19390 -1.93693 -0.59236 -0.25 -0.04 0.15
H -1.91555 -2.70904 1.72212 0.10 0.27 0.15
H -0.32235 -2.28684 2.29121 0.12 -0.04 -0.35
H -2.38291 -0.57020 0.90393 0.27 0.13 0.10
H -1.50025 -0.22601 2.39112 0.00 -0.14 -0.10
H -2.06538 1.12115 -0.46738 0.12 0.01 0.06
H -0.01079 2.36843 -1.75441 0.21 -0.06 0.12
H 2.25611 1.37326 -0.60796 -0.14 -0.04 0.13
H 1.49872 -0.42127 1.26667 -0.32 0.00 0.08
H 1.70875 -7.47530 -3.41553 0.07 0.03 0.29
H 2.44018 -6.82475 -1.91020 -0.35 -0.24 -0.09
H 3.68626 -6.76424 -4.34142 -0.05 0.09 0.18
H 2.95742 -5.17119 -4.35319 -0.09 -0.29 -0.04
H 4.40959 -5.99023 -1.80942 -0.15 0.12 -0.13
H 5.33513 -5.56244 -3.22883 -0.12 0.23 0.14
C 0.30861 6.76830 -1.75355 -0.29 0.32 -0.07
C 0.72161 7.29956 -0.39524 0.51 -0.04 -0.03
O -0.08080 6.57378 0.53603 -0.78 -0.81 -1.66
S -0.35221 5.10108 -0.02784 0.27 0.44 -0.03
O 0.58309 4.21787 0.56610 -0.15 -0.10 0.07
O -1.75116 4.85902 -0.00518 0.04 -0.14 0.13
O 0.10258 5.36688 -1.55277 0.17 -0.04 0.26
H -0.63501 7.21043 -2.08229 0.02 0.03 0.01
H 1.06906 6.93261 -2.51317 0.03 -0.23 0.00
H 0.54938 8.36734 -0.29204 -0.17 -0.06 0.18
H 1.77102 7.07932 -0.18456 0.01 0.05 -0.04
C 1.37640 6.13940 5.52409 -0.21 -0.11 0.42
C 0.56625 5.15159 4.71014 0.45 -0.22 -0.33
O -0.49573 5.93592 4.15154 -0.01 0.34 0.33
S 0.02722 7.42398 3.86726 0.21 -0.41 0.18
O 0.39558 7.51115 2.49936 0.29 1.01 1.30
O -0.87260 8.33854 4.47164 -0.06 0.04 -0.20
O 1.37112 7.34310 4.74740 -0.14 -0.17 -0.30
H 0.90144 6.34972 6.48500 0.00 -0.03 -0.01
H 2.39584 5.80123 5.69089 0.07 0.18 -0.16
H 0.16511 4.34174 5.31296 -0.25 0.11 -0.05
H 1.15149 4.73507 3.88698 0.01 -0.03 0.04
C -6.82089 0.17156 1.52576 0.08 0.51 0.38
C -5.83156 0.40845 0.40855 -0.56 -0.14 -0.15
O -4.74265 -0.48321 0.70535 0.01 -0.11 0.44
S -5.31027 -1.80091 1.41375 -0.42 0.67 -0.16
O -5.44801 -2.81797 0.43245 0.17 -0.27 0.25
O -4.58176 -2.00310 2.61899 0.19 -0.26 -0.11
O -6.76373 -1.24830 1.77727 0.26 -0.16 -0.41
H -6.52030 0.68675 2.43465 -0.04 -0.03 -0.07
H -7.83045 0.46975 1.25439 -0.05 -0.30 -0.06
H -5.48452 1.43840 0.36859 0.26 -0.10 0.13
H -6.24229 0.12718 -0.55414 0.00 -0.13 0.18
C -5.99287 4.02111 -3.33819 0.42 0.05 -0.35
C -7.02620 3.48425 -4.30565 -0.40 0.34 0.14
O -7.03449 2.06894 -4.07178 0.34 -0.01 0.20
S -6.72167 1.78298 -2.52677 0.07 0.74 -0.74
O -7.94491 1.58429 -1.83483 0.19 -0.25 0.26
O -5.64986 0.85617 -2.46363 -0.13 -0.20 -0.17
O -6.16664 3.23734 -2.15077 -0.40 -0.17 -0.04
H -4.97825 3.86105 -3.70796 -0.01 0.01 -0.01
H -6.13504 5.07598 -3.11965 -0.07 -0.08 0.24
H -6.78005 3.69806 -5.34189 0.05 -0.27 -0.03
H -8.02232 3.87185 -4.08152 0.03 0.04 -0.01
C 5.43746 -1.36473 2.06683 0.45 -0.02 -0.05
C 5.36540 -1.38639 3.57935 -0.35 -0.35 0.06
O 5.13986 -0.02074 3.94953 0.22 0.10 -0.40
S 4.26112 0.70163 2.81406 0.08 -0.33 0.03
O 2.90311 0.68988 3.22445 0.03 0.19 -0.09
O 4.92766 1.88643 2.41757 -0.12 0.13 0.14
O 4.44840 -0.40937 1.66752 -0.18 -0.03 0.34
H 6.41272 -1.01410 1.72116 0.02 -0.02 0.04
H 5.22453 -2.33573 1.62555 -0.21 0.11 -0.10
H 6.27809 -1.75893 4.03639 0.04 0.25 0.08
H 4.51613 -1.97850 3.92809 0.03 -0.04 -0.03
C 7.72663 -0.24469 -1.11175 -0.47 0.20 0.18
C 7.69926 0.12728 -2.57672 0.10 -0.46 -0.29
O 8.42119 1.36243 -2.65048 -0.03 0.09 0.47
S 9.57622 1.37334 -1.53499 -0.31 -0.22 -0.10
O 10.79974 0.98423 -2.13741 0.11 0.09 0.15
O 9.45442 2.56283 -0.77573 0.15 0.08 -0.10
O 9.03253 0.13583 -0.66268 0.15 0.01 -0.34
H 6.98724 0.32597 -0.54403 -0.02 -0.01 -0.04
H 7.56469 -1.30810 -0.95093 0.23 -0.02 0.04
H 6.68850 0.25163 -2.95456 0.05 0.25 -0.02
H 8.22696 -0.61091 -3.18529 -0.05 -0.04 0.02
C -4.37318 0.69811 6.74511 -0.20 -0.13 0.45
C -5.18649 -0.32989 5.98635 0.49 -0.23 -0.35
O -6.31033 0.40655 5.48335 -0.02 0.36 0.28
S -5.86263 1.91183 5.16196 0.27 -0.42 0.36
O -5.57077 2.00538 3.77492 -0.01 0.38 0.02
O -6.76052 2.79721 5.80582 -0.11 0.05 -0.23
O -4.47262 1.89400 5.96043 -0.13 -0.18 -0.32
H -4.80033 0.89884 7.72991 0.01 -0.02 -0.01
H -3.33283 0.40377 6.85544 0.05 0.19 -0.17
H -5.51916 -1.14968 6.61677 -0.26 0.11 -0.03
H -4.63225 -0.72986 5.13381 0.00 -0.03 0.03

---

48
Properties=species:S:1:pos:R:3:forces:R:3 method="wB97M-V/def2-TZVPD" relative_energy_kj_mol=220.1 lumo_ev=0.2 energy_ha=-1508.7090 orbital_gap_ev=8.508 homo_ev=-8.26
C -2.97196 -2.49045 -0.33244 -0.05 0.05 -0.03
C -2.64631 -3.56700 0.35522 0.29 -0.01 0.15
C -1.35174 -3.77000 1.08586 -0.14 -0.52 -0.04
H -0.86864 -4.68385 0.71439 -0.10 0.16 0.16
H -1.54031 -3.87420 2.15947 0.07 0.00 -0.13
O -0.45282 -2.68087 0.95699 0.06 0.24 0.08
C 0.38246 -2.70449 -0.09857 0.14 -0.56 -0.48
O 0.41814 -3.63431 -0.87674 -0.16 0.07 0.21
C 1.21040 -1.49419 -0.14243 0.34 0.42 0.18
C 2.14574 -1.27648 -1.09443 -0.32 -0.32 0.11
N 2.88120 -0.10742 -1.09548 0.06 0.00 -0.15
C 2.86060 0.76647 -0.03542 0.18 0.43 0.39
C 1.96511 0.62321 0.96165 0.25 -0.76 -0.94
C 1.93773 1.49047 2.06146 0.09 0.54 0.41
N 1.88492 2.17894 2.97978 -0.04 0.15 0.28
C 0.89470 -0.44957 0.91269 -0.02 0.07 -0.06
C -0.43921 0.20923 0.62437 -0.07 0.02 0.04
C -0.72925 0.68310 -0.64541 0.06 -0.10 0.23
C -1.94308 1.28696 -0.92847 -0.29 0.17 -0.15
C -2.89544 1.43000 0.07470 0.17 -0.12 0.15
C -2.60108 0.96462 1.35808 -0.17 0.12 -0.13
C -1.39035 0.36589 1.62584 0.00 0.06 -0.17
H -1.17889 0.00941 2.62254 0.03 -0.06 0.13
H -3.34619 1.08460 2.12818 -0.10 0.01 0.10
O -4.12070 1.99510 -0.08405 -0.02 -0.04 0.20
C -4.49110 2.48841 -1.35533 -0.17 0.16 -0.31
C -5.89566 3.05896 -1.23728 0.40 -0.19 0.09
H -5.90885 3.85991 -0.50333 -0.04 0.10 0.04
H -6.21978 3.44836 -2.19822 -0.05 0.05 -0.09
H -6.58432 2.28311 -0.91441 -0.10 -0.05 0.00
H -4.47275 1.67606 -2.09590 0.07 0.09 0.08
H -3.78984 3.27184 -1.67607 -0.02 -0.14 0.02
H -2.13250 1.63613 -1.93164 -0.06 0.04 -0.07
H -0.00262 0.57241 -1.43842 0.07 -0.02 -0.08
H 0.83074 -0.93184 1.89497 0.01 0.10 -0.15
S 4.11463 2.01225 0.01477 -0.12 -0.03 -0.18
C 4.17674 2.51051 -1.74332 -0.05 -0.26 0.46
H 3.16832 2.56543 -2.13985 -0.03 0.07 -0.10
H 4.79517 1.82972 -2.32234 0.00 0.03 -0.11
H 4.62858 3.49695 -1.74983 0.03 0.06 -0.04
H 3.64114 -0.03935 -1.75493 -0.09 -0.04 0.15
C 2.51265 -2.19707 -2.21057 -0.15 -0.16 -0.03
H 2.46076 -1.66762 -3.16176 0.03 0.07 -0.07
H 1.84083 -3.04758 -2.23433 0.10 0.05 -0.07
H 3.53260 -2.55710 -2.07371 0.10 0.00 0.00
H -3.31912 -4.41005 0.43466 -0.15 -0.07 -0.03
H -3.91799 -2.41092 -0.83896 -0.21 -0.05 -0.08
H -2.31105 -1.64418 -0.41387 0.19 0.18 0.02